P.
C2H3N3O3 as an isolated structure, computed with wB97M-V/def2-TZVPD.

Its multiplicity is 1. For the frontier orbital gap, the calculation gives 8.93 eV. Its HOMO energy is -9.18 eV. Its charge is 0.

```
11
C2H3N3O3 wB97M-V/def2-TZVPD
H 1.333 2.178 0.684
O -0.704 -0.478 1.733
N 0.078 -0.012 -1.633
H 2.033 0.265 -1.272
O 1.524 1.075 1.242
N 1.061 0.582 -0.952
C -0.801 -0.360 -0.694
H -2.513 -1.088 -0.171
C -0.302 -0.338 0.721
N 1.014 -0.004 0.434
O -1.982 -0.737 -1.019
```



Q.
One molecule with the formula C2H3N3O3, computed with wB97M-V/def2-TZVPD.

Its multiplicity is 1. For the frontier orbital gap, the calculation gives 9.98 eV. As for the SMILES: O=c1[nH][nH]c(=O)n1O. Its HOMO energy is -9.70 eV. Its charge is 0.

```
11
C2H3N3O3 wB97M-V/def2-TZVPD
O -0.282 -0.731 1.966
H 1.576 -0.322 -1.463
O 0.714 -2.133 -0.529
O -0.912 1.808 1.012
C 0.317 -0.960 -0.323
H -1.237 -1.058 2.237
C -0.486 0.928 0.355
N 0.081 1.084 -0.938
N 0.330 -0.187 -1.498
H 0.315 1.946 -1.459
N -0.415 -0.374 0.640
```



Q comes first in stability; the runner-up is 0.0804 hartree higher.



P.
A 2-piece molecular cluster, C7H14Si overall, computed with wB97M-V/def2-TZVPD.

Its multiplicity is 1. For the frontier orbital gap (alpha / beta), the calculation gives 10.00 / 7.00 eV. Its HOMO energy (alpha / beta) is -9.75 / -7.72 eV. Its charge is 0.

```
22
C7H14Si wB97M-V/def2-TZVPD
C 1.686 -0.924 -0.358
Si -0.095 -0.609 -0.969
H 0.468 -1.614 -3.429
H 2.488 -0.452 -1.013
H -1.815 -2.259 0.019
H -1.087 2.782 0.029
H -1.048 -0.524 -3.355
C -0.406 -1.350 -2.762
C -1.016 -1.490 0.413
H -0.961 3.056 -1.716
H 0.973 1.858 4.313
C 0.580 1.227 3.444
H -1.488 -0.801 1.165
H 0.718 0.076 3.419
C 0.078 1.667 2.292
C -0.535 1.165 -1.137
H -0.191 -2.169 1.004
H -1.151 -2.149 -2.690
H 1.936 -1.981 -0.495
C -0.949 2.335 -0.935
H -0.087 2.766 2.082
H 1.900 -0.610 0.679
```



Q.
A 2-piece molecular cluster, C7H14Si overall, computed with wB97M-V/def2-TZVPD.

Its multiplicity is 1. For the frontier orbital gap (alpha / beta), the calculation gives 8.51 / 8.81 eV. Its HOMO energy (alpha / beta) is -8.04 / -8.40 eV. Its charge is 0.

```
22
C7H14Si wB97M-V/def2-TZVPD
C 0.055 -2.501 -0.440
H 2.106 -0.375 1.043
C -0.353 0.475 -0.996
H -1.998 -1.633 1.994
C -0.615 0.635 -2.260
H -0.508 3.245 0.452
H -0.908 -0.199 -2.892
H 1.207 -1.098 2.365
H 1.016 0.607 1.999
H -0.561 1.584 -2.774
H 1.027 -2.514 -0.926
H 2.251 2.651 -0.871
H -0.689 -2.723 -1.197
H -2.765 -0.948 0.576
C 0.334 2.839 -0.062
H -2.111 0.104 1.812
Si -0.270 -0.790 0.359
C -1.943 -0.822 1.273
C 1.149 -0.374 1.556
H 1.905 4.220 -0.007
C 1.535 3.244 -0.323
H 0.039 -3.312 0.282
```



Q comes first in stability; the runner-up is 0.0780 hartree higher.



P.
A 2-piece molecular cluster, C4H11NO2 overall, computed with wB97M-V/def2-TZVPD.

Its multiplicity is 2. For the frontier orbital gap (alpha / beta), the calculation gives 3.96 / 7.56 eV. Its HOMO energy (alpha / beta) is 0.01 / -3.68 eV. Its charge is -1. As for the expectation value of S²: 0.75.

```
18
C4H11NO2 wB97M-V/def2-TZVPD
C 0.391 -1.241 -0.508
C -0.315 1.130 -0.050
O -0.302 -1.697 3.346
O -0.221 -1.541 0.575
H -0.380 -1.847 2.371
H -0.550 -0.763 3.452
H -0.085 0.818 0.968
H 0.837 -2.072 -1.067
C 0.438 0.184 -0.997
H -0.449 -0.467 -2.838
H -0.478 2.948 -1.251
H -0.135 3.278 0.442
H -0.442 1.168 -2.585
H 1.521 0.421 -0.969
N 0.075 0.304 -2.442
H 1.133 2.535 -0.558
H -1.413 0.975 -0.083
C 0.072 2.573 -0.373
```



Q.
A 2-piece molecular cluster, C4H11NO2 overall, computed with wB97M-V/def2-TZVPD.

Its multiplicity is 2. For the frontier orbital gap (alpha / beta), the calculation gives 3.17 / 7.63 eV. Its HOMO energy (alpha / beta) is 0.96 / -3.61 eV. Its charge is -1. As for the expectation value of S²: 0.75.

```
18
C4H11NO2 wB97M-V/def2-TZVPD
H -2.155 0.260 -1.779
H -0.754 1.002 2.193
O -1.337 -0.794 0.537
H -1.781 -1.287 -2.327
N 0.809 -0.507 -0.449
O -0.471 1.937 2.202
H -0.683 -0.015 -2.676
H 0.852 -1.646 1.323
H 2.389 0.876 -0.712
C -0.618 -0.650 -0.526
C 1.418 0.593 -1.150
C 1.311 -0.763 0.878
H -1.199 2.282 1.663
C -1.274 -0.406 -1.839
H 2.374 -1.034 0.874
H 1.124 0.059 1.570
H 0.788 1.500 -1.154
H 1.697 0.261 -2.159
```



P comes first in stability; the runner-up is 0.0252 hartree higher.



P.
A 2-piece molecular cluster, C3H7ClN2 overall, computed with wB97M-V/def2-TZVPD.

Its multiplicity is 1. For the frontier orbital gap, the calculation gives 7.86 eV. Its HOMO energy is -7.84 eV. Its charge is 0.

```
13
C3H7ClN2 wB97M-V/def2-TZVPD
H -0.310 1.206 -1.510
H -2.156 0.487 1.183
C -1.998 -0.102 0.280
H -0.296 1.882 0.132
H 2.784 -1.219 1.277
N 0.069 -1.204 0.209
C 0.030 1.049 -0.487
H 1.117 0.944 -0.457
N -0.543 -0.208 0.021
C 2.778 -0.598 0.357
H -2.394 -1.104 0.429
Cl 3.410 -1.518 -0.875
H -2.491 0.385 -0.558
```



Q.
One molecule with the formula C3H7ClN2, computed with wB97M-V/def2-TZVPD.

Its multiplicity is 1. For the frontier orbital gap, the calculation gives 10.13 eV. As for the SMILES: [H]/N=C(/N)[C@@H](C)Cl. Its HOMO energy is -9.31 eV. Its charge is 0.

```
13
C3H7ClN2 wB97M-V/def2-TZVPD
N -1.806 -0.843 -0.395
C 0.047 0.849 0.293
H 1.935 1.494 -0.679
C -0.805 -0.362 0.189
C 1.324 0.570 -0.452
Cl -0.618 2.227 -0.705
H -0.285 -1.414 1.973
H -0.455 -2.466 0.254
N -0.090 -1.455 0.879
H 2.186 -0.264 -0.383
H -2.482 -0.130 -0.968
H 0.140 1.464 1.352
H 0.909 0.332 -1.359
```



Q comes first in stability; the runner-up is 0.1086 hartree higher.